10
Properties=species:S:1:pos:R:3:mulliken_charge:R:1 method="wB97M-V/def2-TZVPD" total_charge=0 lumo_ev="-0.12 / 0.02" de_lowest_ev=4.112 orbital_gap_ev="7.59 / 8.14" homo_ev="-7.7 / -8.1" energy_ev=-11003.59623 multiplicity=1
C 0.329 -0.959 0.481 0.047
C 0.708 -2.146 0.094 -0.587
C 0.163 -1.433 -2.471 0.517
C -0.064 0.038 -0.570 -0.369
O 0.201 -2.218 -3.339 -0.270
O -0.261 -0.392 -1.961 -0.146
F 0.981 -3.202 0.818 -0.184
H 0.421 -0.674 1.517 0.379
H -0.899 0.688 -0.351 0.336
H 0.582 0.924 -0.623 0.278

11
Properties=species:S:1:pos:R:3:mulliken_charge:R:1 method="wB97M-V/def2-TZVPD" total_charge=0 lumo_ev=-1.89 de_lowest_ev=2.337 orbital_gap_ev=8.06 homo_ev=-9.9 energy_ev=-21841.09440 multiplicity=1
C 0.559 -1.434 -0.035 0.284
C -0.348 -0.291 -0.166 0.526
C -0.024 0.985 0.163 -0.107
C -0.595 2.298 -0.155 0.053
H 0.450 -3.393 0.475 0.377
H 1.058 0.815 0.357 0.199
H 0.312 3.073 0.217 0.203
O -0.140 -2.618 -0.033 -0.465
O -1.684 2.575 -0.745 -0.476
F -1.684 -0.539 -0.311 -0.223
S 2.096 -1.471 0.234 -0.371

9
Properties=species:S:1:pos:R:3:mulliken_charge:R:1 method="wB97M-V/def2-TZVPD" total_charge=0 lumo_ev=-1.63 de_lowest_ev=3.165 smiles="FCC#CC=S" orbital_gap_ev=7.70 homo_ev=-9.3 energy_ev=-17745.21385 multiplicity=1
C 1.766 -0.646 0.010 -0.139
C 0.440 0.135 -0.346 -0.056
C -0.730 0.550 -0.133 0.333
C -2.159 0.806 0.069 -0.554
H 1.734 -1.147 1.022 0.245
H 1.827 -1.451 -0.719 0.231
H -2.243 1.797 0.125 0.345
F 2.797 0.308 0.012 -0.253
S -3.433 -0.353 -0.040 -0.151

9
Properties=species:S:1:pos:R:3:mulliken_charge:R:1 method="wB97M-V/def2-TZVPD" total_charge=+1 lumo_ev="-6.64 / -6.81" de_lowest_ev=2.499 orbital_gap_ev="6.43 / 6.20" homo_ev="-13.1 / -13.0" energy_ev=-40615.94371 multiplicity=5
C -2.134 -0.002 -0.127 -0.886
C -0.830 -0.211 -0.061 0.081
C 0.409 -0.524 0.081 0.753
C 1.715 -0.670 0.353 -0.213
H -2.822 -0.849 -0.154 0.263
H -2.555 1.000 -0.037 0.178
H 2.662 -0.927 -0.445 0.367
O 2.468 0.424 0.135 -0.493
Fe 1.087 1.760 0.254 0.949